No. 1
Molecular formula: C23H27BClI2N10O2W
Method: DFT, the ωB97M-V functional and the def2-TZVPD basis

Its spin multiplicity is 2. As for the largest force on an atom: 0.20 eV Å⁻¹. The charge is +2. As for the frontier orbital gap (alpha / beta): 5.72 / 6.05 eV. The value obtained for the molar mass is 959.45 g/mol. Its highest occupied orbital energy (alpha / beta) is -0.51523 / -0.51524 Ha. For the total energy, the calculation gives -2737.7587 Eh.

XYZ file:
```
67
Properties=species:S:1:pos:R:3:forces:R:3:nbo_charge:R:1
W 0.627 -0.601 -0.572 0.142 0.138 -0.002 1.681
C -1.369 -3.261 1.276 0.005 -0.004 0.003 -0.657
C -1.254 -1.862 1.777 0.001 -0.001 0.005 0.239
C -1.963 -1.361 2.858 -0.003 -0.004 -0.004 -0.314
C -1.568 -0.045 2.993 0.001 0.010 -0.007 0.071
N -0.664 0.221 2.053 0.007 -0.004 0.011 -0.330
N -0.442 -0.885 1.294 -0.020 0.014 -0.005 -0.392
B 0.069 1.556 1.808 -0.006 -0.011 -0.004 0.915
N 1.564 1.200 1.735 -0.006 -0.007 0.009 -0.336
C 2.592 1.750 2.380 -0.002 0.008 -0.011 0.064
C 3.732 1.035 2.086 -0.002 -0.005 0.000 -0.322
C 3.341 0.042 1.201 0.005 0.005 0.004 0.261
C 4.287 -0.962 0.637 -0.003 -0.001 0.000 -0.667
N 2.004 0.148 0.975 0.019 -0.008 -0.003 -0.394
N -0.325 2.081 0.390 0.022 0.009 0.008 -0.308
C -0.728 3.276 -0.011 -0.006 -0.012 0.006 0.125
C -0.703 3.329 -1.403 -0.005 -0.003 0.001 -0.304
C -0.252 2.105 -1.827 -0.010 0.012 -0.005 0.247
C -0.070 1.670 -3.237 0.004 -0.004 -0.001 -0.664
N -0.012 1.320 -0.718 -0.009 -0.006 0.005 -0.405
N -0.241 2.511 2.910 0.039 0.046 -0.010 -0.424
C 0.136 2.414 4.221 -0.034 -0.034 0.009 -0.042
C -0.674 3.230 4.953 0.007 0.003 -0.001 -0.315
C -1.567 3.803 4.011 -0.003 0.002 -0.003 0.181
C -2.668 4.776 4.263 -0.002 -0.002 -0.001 -0.647
N -1.312 3.355 2.798 -0.014 -0.021 0.010 -0.317
H -2.310 -3.677 1.628 0.002 0.000 0.003 0.260
H -1.354 -3.337 0.193 0.000 -0.004 0.003 0.228
H -0.572 -3.882 1.688 0.005 -0.001 0.000 0.224
H -2.678 -1.895 3.458 0.001 0.000 0.000 0.260
H -1.874 0.719 3.689 -0.001 -0.001 0.002 0.261
H 2.447 2.616 3.003 0.003 0.000 -0.002 0.258
H 4.728 1.206 2.457 -0.001 0.000 0.002 0.262
H 4.908 -1.343 1.447 0.001 -0.001 -0.001 0.253
H 3.800 -1.797 0.149 -0.006 -0.003 0.000 0.214
H 4.943 -0.486 -0.092 0.002 -0.001 0.002 0.261
H -1.020 4.004 0.728 0.003 0.005 -0.005 0.292
H -0.981 4.162 -2.025 0.000 0.001 0.001 0.265
H -0.158 2.543 -3.879 0.001 -0.002 -0.002 0.263
H 0.902 1.211 -3.405 0.002 0.001 0.002 0.251
H -0.851 0.969 -3.541 0.000 0.003 0.003 0.227
H 0.934 1.762 4.539 -0.002 0.001 0.001 0.224
H -0.634 3.408 6.014 0.002 0.004 -0.001 0.250
H -2.303 5.632 4.829 0.001 0.006 -0.006 0.240
H -3.086 5.128 3.323 -0.002 -0.005 -0.001 0.235
H -3.465 4.313 4.845 0.006 0.003 0.008 0.238
I 1.655 -3.366 -0.596 -0.020 -0.035 -0.017 0.423
C 2.148 -4.255 1.308 0.006 0.001 0.029 -0.711
I 2.135 -3.015 3.004 -0.005 0.000 -0.013 0.254
H 3.150 -4.638 1.151 -0.001 0.000 -0.004 0.253
H 1.432 -5.058 1.433 -0.002 0.001 -0.008 0.247
O -1.252 -1.233 -0.909 -0.029 -0.040 -0.023 -0.497
N -1.725 -1.623 -2.072 0.004 -0.003 -0.001 0.204
N -0.819 -1.599 -2.929 0.000 -0.001 0.000 0.225
O 0.370 -1.199 -2.551 0.004 -0.028 -0.036 -0.505
C -1.021 -1.970 -4.307 0.000 0.002 0.004 0.111
C -2.274 -2.427 -4.697 0.000 -0.001 -0.003 -0.211
C -2.447 -2.768 -6.025 0.000 0.001 0.000 -0.180
C -1.391 -2.654 -6.923 0.000 -0.001 0.000 -0.141
C -0.150 -2.195 -6.503 0.000 0.000 -0.001 -0.186
C 0.051 -1.844 -5.178 -0.002 0.000 -0.001 -0.214
H -3.085 -2.511 -3.989 0.001 0.000 0.001 0.252
H -3.410 -3.127 -6.361 0.000 0.000 0.000 0.247
H -1.539 -2.925 -7.960 0.000 0.000 0.000 0.246
H 0.666 -2.108 -7.206 0.000 0.000 0.000 0.245
H 1.009 -1.485 -4.833 0.000 0.000 0.000 0.249
Cl 2.580 -0.102 -1.757 -0.101 -0.020 0.047 -0.220
```
Positions in Å, forces in eV/Å.

---

No. 2
Molecular formula: C23H27ClN4O6
Method: DFT, the ωB97M-V functional and the def2-TZVPD basis

Its SMILES is COCCCNC(=O)C(=O)N/N=C/c1ccc(OCC(=O)Nc2cccc(Cl)c2C)c(OC)c1. As for the largest force on an atom: 1.38 eV Å⁻¹. As for the frontier orbital gap: 8.29 eV. The value obtained for the molar mass is 490.94 g/mol. Its highest occupied orbital energy is -0.30412 Ha. For the total energy, the calculation gives -2023.3032 Eh.

XYZ file:
```
61
Properties=species:S:1:pos:R:3:forces:R:3:nbo_charge:R:1
C 10.595 -2.005 -5.010 0.098 0.002 -0.052 -0.244
H 10.401 -2.961 -5.490 0.094 0.010 -0.039 0.197
O 9.447 -1.688 -4.269 -0.294 0.032 0.129 -0.543
C 9.550 -0.462 -3.585 -0.009 0.151 0.230 -0.056
C 8.252 -0.209 -2.827 0.135 -0.135 -0.463 -0.418
H 8.363 0.695 -2.224 0.024 0.001 0.064 0.203
H 8.063 -1.053 -2.163 -0.014 0.025 0.096 0.217
C 7.074 -0.054 -3.790 0.226 -0.258 -0.047 -0.229
N 5.846 0.206 -3.083 -0.017 0.354 0.269 -0.576
C 4.774 -0.589 -3.093 0.119 0.080 -0.088 0.578
O 4.635 -1.620 -3.729 -0.014 -0.150 -0.058 -0.631
C 3.660 -0.047 -2.186 -0.200 0.293 0.328 0.573
O 3.785 0.976 -1.544 -0.043 -0.130 -0.075 -0.588
N 2.585 -0.864 -2.226 0.253 -1.057 -0.848 -0.427
N 1.458 -0.654 -1.534 -0.522 0.496 0.595 -0.225
C 0.503 -1.490 -1.632 0.871 -0.174 -0.544 0.078
C -0.730 -1.304 -0.904 -0.823 -0.024 0.386 -0.107
C -1.760 -2.230 -1.007 0.523 0.258 -0.086 -0.181
C -2.940 -2.049 -0.302 -0.367 0.180 0.299 -0.294
C -3.102 -0.941 0.511 0.112 0.118 0.027 0.267
C -2.060 0.011 0.622 -0.142 0.000 0.073 0.337
C -0.892 -0.180 -0.082 -0.130 -0.010 0.057 -0.278
H -0.071 0.515 -0.028 0.056 0.157 0.076 0.247
O -2.325 1.063 1.447 -0.193 -0.407 -0.173 -0.506
C -1.329 2.049 1.596 0.190 0.174 0.020 -0.254
H -1.098 2.531 0.642 -0.002 -0.021 0.025 0.183
H -1.745 2.785 2.283 0.068 -0.021 -0.046 0.200
H -0.412 1.631 2.021 -0.025 0.009 -0.021 0.183
O -4.209 -0.654 1.250 0.236 0.011 -0.120 -0.507
C -5.301 -1.541 1.257 -0.334 -0.374 -0.067 -0.155
C -6.393 -1.018 2.206 0.461 -0.090 -0.321 0.666
O -7.422 -1.638 2.355 -0.089 -0.157 -0.055 -0.603
N -6.046 0.146 2.795 0.507 0.442 0.014 -0.632
C -6.754 0.927 3.711 -0.413 0.165 0.341 0.237
C -8.011 0.552 4.172 -0.047 -0.186 -0.096 -0.256
C -8.679 1.351 5.081 0.163 0.164 0.017 -0.188
C -8.105 2.522 5.534 -0.059 0.018 0.044 -0.249
C -6.851 2.887 5.068 -0.179 -0.265 -0.075 -0.010
C -6.145 2.114 4.155 0.008 0.029 0.014 -0.096
C -4.789 2.512 3.652 -0.079 0.048 0.075 -0.657
H -4.483 3.452 4.102 0.074 -0.048 -0.073 0.243
H -4.043 1.757 3.902 0.112 -0.057 -0.040 0.224
H -4.798 2.641 2.569 0.073 -0.012 -0.108 0.224
Cl -6.179 4.369 5.672 0.044 0.203 0.111 -0.006
H -8.617 3.153 6.243 -0.015 0.071 0.056 0.226
H -9.654 1.058 5.437 -0.094 -0.034 0.030 0.219
H -8.452 -0.363 3.814 -0.008 -0.021 -0.010 0.254
H -5.135 0.500 2.530 -0.148 -0.162 -0.023 0.437
H -5.007 -2.540 1.604 -0.034 0.135 -0.022 0.206
H -5.745 -1.642 0.257 0.049 0.032 0.133 0.205
H -3.729 -2.778 -0.394 -0.104 -0.048 0.020 0.225
H -1.647 -3.098 -1.638 0.029 -0.095 -0.076 0.214
H 0.580 -2.380 -2.270 0.039 0.054 0.019 0.159
H 2.685 -1.688 -2.834 0.025 0.373 0.242 0.403
H 5.784 1.018 -2.479 -0.136 -0.141 -0.053 0.422
H 7.271 0.768 -4.488 -0.009 -0.109 -0.020 0.191
H 6.937 -0.978 -4.355 0.021 0.169 -0.022 0.242
H 9.738 0.355 -4.301 0.021 -0.051 0.056 0.158
H 10.396 -0.493 -2.880 -0.072 0.034 -0.104 0.170
H 10.797 -1.245 -5.776 0.005 -0.041 0.010 0.164
H 11.477 -2.092 -4.363 -0.020 -0.011 -0.032 0.164
```
Positions in Å, forces in eV/Å.

---

No. 3
Molecular formula: C23H27F10N3O4S2SeSr
Method: DFT, the ωB97M-V functional and the def2-TZVPD basis

As for the largest force on an atom: 2.13 eV Å⁻¹. The charge is -2. As for the frontier orbital gap: 4.69 eV. The value obtained for the molar mass is 830.18 g/mol. Its highest occupied orbital energy is -0.01752 Ha. For the total energy, the calculation gives -5585.0860 Eh.

XYZ file:
```
71
Properties=species:S:1:pos:R:3:forces:R:3:nbo_charge:R:1
Sr 0.050 -1.956 0.149 -0.598 0.040 2.048 1.756
C 5.097 0.716 -0.687 -0.044 -0.033 0.063 -0.639
C 4.355 0.169 0.507 0.070 0.004 -0.099 0.065
C 3.477 0.986 1.212 -0.005 0.000 0.009 -0.258
C 2.731 0.486 2.269 -0.145 -0.011 0.073 0.004
C 1.748 1.350 3.016 0.096 -0.070 -0.109 -0.640
C 2.860 -0.860 2.617 -0.025 -0.040 -0.030 -0.244
C 3.735 -1.695 1.933 0.075 0.005 -0.065 0.000
C 3.815 -3.162 2.272 -0.072 0.142 -0.018 -0.636
C 4.485 -1.161 0.884 -0.050 -0.021 -0.031 -0.282
H 5.613 1.647 -0.443 0.005 0.021 -0.006 0.202
H 4.399 0.931 -1.499 0.004 0.012 -0.028 0.219
H 5.834 0.002 -1.055 0.008 -0.013 -0.008 0.197
H 3.343 2.017 0.903 -0.016 0.027 0.004 0.204
H 2.146 1.639 3.992 0.005 -0.002 0.030 0.201
H 0.824 0.795 3.188 -0.020 0.034 0.030 0.243
H 1.517 2.257 2.461 -0.037 0.021 -0.003 0.221
H 2.203 -1.288 3.368 0.075 0.024 0.014 0.267
H 3.075 -3.721 1.691 0.058 -0.009 0.087 0.241
H 3.555 -3.330 3.316 -0.001 -0.041 -0.017 0.231
H 4.814 -3.557 2.071 0.018 -0.033 -0.021 0.184
H 5.155 -1.806 0.323 0.027 -0.023 0.006 0.187
C -3.684 0.192 -1.498 -0.039 -0.069 -0.076 -0.666
C -3.977 -0.955 -0.531 -0.036 -0.046 -0.153 -0.218
N -3.107 -0.961 0.642 0.104 -0.228 -0.068 -0.483
C -3.339 -2.150 1.471 -0.060 -0.055 0.056 -0.254
C -4.764 -2.336 2.009 0.122 -0.013 -0.052 -0.640
C -3.175 0.278 1.420 -0.013 0.156 0.049 -0.220
C -1.824 0.971 1.588 -0.012 0.048 0.045 -0.246
N -1.379 1.454 0.302 0.171 -0.129 -0.120 -0.673
C -0.920 2.659 0.088 -0.055 0.166 0.328 0.195
C -0.751 3.115 -1.270 -0.006 -0.033 -0.045 0.217
F -1.162 2.296 -2.270 0.062 -0.112 -0.038 -0.336
C -0.241 4.330 -1.621 0.028 0.020 0.169 0.342
F -0.124 4.632 -2.939 -0.004 0.006 -0.090 -0.343
C 0.151 5.285 -0.687 0.016 0.033 -0.049 -0.500
C -0.036 4.914 0.633 -0.001 0.000 -0.098 0.350
F 0.313 5.799 1.605 0.008 0.026 0.073 -0.345
C -0.548 3.701 1.017 -0.044 -0.156 -0.097 0.163
F -0.670 3.488 2.359 0.018 0.011 0.095 -0.346
H -3.748 -0.152 -2.532 -0.058 0.024 0.007 0.206
H -2.680 0.578 -1.317 -0.050 0.032 -0.032 0.283
H -4.385 1.020 -1.377 0.025 0.029 0.036 0.188
H -3.819 -1.910 -1.040 -0.060 0.012 0.070 0.195
H -5.038 -0.932 -0.235 -0.037 0.018 -0.001 0.144
H -2.618 -2.141 2.293 -0.048 0.021 -0.051 0.269
H -3.076 -3.032 0.877 0.003 0.028 -0.007 0.189
H -5.118 -1.446 2.532 -0.028 0.020 0.024 0.193
H -4.760 -3.163 2.721 -0.027 -0.012 0.003 0.210
H -5.476 -2.572 1.216 -0.047 -0.011 0.012 0.186
H -3.601 0.078 2.411 0.072 -0.025 0.025 0.176
H -3.846 0.993 0.930 0.009 -0.067 0.013 0.183
H -1.126 0.230 2.018 -0.062 0.053 -0.018 0.184
H -1.960 1.742 2.351 0.034 0.055 0.023 0.178
H 0.572 6.236 -0.969 0.013 0.030 -0.006 0.216
F 0.341 0.100 -4.763 -0.037 -0.035 0.020 -0.308
C 1.307 0.413 -3.905 0.038 0.263 -0.266 0.728
F 2.453 -0.116 -4.354 -0.041 0.035 0.093 -0.317
F 1.438 1.731 -3.881 0.022 -0.034 0.091 -0.295
S 0.930 -0.238 -2.201 0.222 -0.573 -0.063 2.220
O 1.164 0.820 -1.289 0.024 0.441 0.032 -0.879
O 1.768 -1.414 -2.035 0.124 0.060 -0.015 -1.002
N -0.581 -0.669 -2.202 -0.224 -1.346 -0.316 -1.221
S -1.184 -2.069 -2.753 -0.557 1.329 -0.627 2.222
O -2.065 -1.785 -3.838 -0.079 -0.185 -0.241 -0.913
O -1.687 -2.924 -1.699 0.641 0.462 0.484 -0.969
C 0.093 -3.174 -3.498 0.485 -0.183 -0.461 0.726
F -0.569 -4.104 -4.194 -0.105 -0.064 0.058 -0.314
F 0.885 -2.528 -4.350 0.013 -0.015 -0.101 -0.315
F 0.845 -3.807 -2.600 -0.135 -0.059 0.144 -0.309
Se -0.057 -2.938 2.878 0.183 0.039 -0.787 -1.770
```
Positions in Å, forces in eV/Å.

---

No. 4
Molecular formula: C23H27F2OSi
Method: DFT, the ωB97M-V functional and the def2-TZVPD basis

As for the largest force on an atom: 2.66 eV Å⁻¹. The charge is +1. As for the frontier orbital gap: 6.86 eV. The value obtained for the molar mass is 385.55 g/mol. Its highest occupied orbital energy is -0.44745 Ha. For the total energy, the calculation gives -1456.7740 Eh.

XYZ file:
```
54
Properties=species:S:1:pos:R:3:forces:R:3:nbo_charge:R:1
F -0.270 5.755 -4.540 -0.679 -0.899 0.497 -0.305
C -0.790 4.652 -3.931 0.814 0.059 -0.621 0.432
C -1.352 4.772 -2.673 -0.318 0.062 0.220 -0.277
C -1.765 3.631 -2.003 0.310 -1.072 -0.303 -0.147
C -1.525 2.335 -2.537 0.805 0.311 -0.246 -0.143
C -1.680 1.127 -1.661 -1.287 0.861 1.027 -0.027
C -2.432 -0.073 -2.126 0.046 -0.645 0.258 -0.144
C -3.181 -0.786 -1.154 0.621 0.126 -0.874 -0.130
C -3.596 -2.090 -1.388 -0.103 0.363 0.075 -0.278
C -3.296 -2.679 -2.605 0.503 -0.799 -0.243 0.437
F -3.554 -4.005 -2.780 0.044 1.151 0.128 -0.306
C -2.684 -1.979 -3.644 -0.263 0.721 0.502 -0.268
C -2.331 -0.641 -3.423 -0.162 -0.376 0.349 -0.156
C -1.019 2.262 -3.857 -0.102 0.398 0.026 -0.165
C -0.666 3.418 -4.571 -0.229 -0.168 0.658 -0.266
H -1.454 5.743 -2.202 -0.071 -0.013 -0.195 0.253
H -2.310 3.698 -1.069 0.315 0.177 0.174 0.226
H -1.925 1.410 -0.621 -0.503 -0.087 -0.780 0.244
H -3.462 -0.260 -0.251 0.254 -0.261 0.297 0.224
H -4.114 -2.636 -0.614 -0.126 -0.138 -0.089 0.251
H -2.478 -2.453 -4.594 -0.237 -0.011 -0.001 0.251
H -2.055 -0.039 -4.286 0.318 -0.417 0.379 0.221
H -0.924 1.302 -4.368 0.356 0.490 0.315 0.217
H -0.258 3.346 -5.573 -0.057 0.101 0.127 0.252
C 2.826 -1.137 5.024 -0.089 -0.134 -0.161 -0.604
C 2.512 -0.287 3.781 -0.132 0.613 -0.646 -0.866
Si 1.663 -1.203 2.360 0.225 -1.536 1.588 1.593
C 2.789 -2.598 1.804 -0.438 0.161 -0.332 -0.859
C 4.175 -2.170 1.334 0.139 -0.143 -0.093 -0.606
C 0.054 -1.942 2.975 0.145 -0.022 -0.419 -0.864
C -0.952 -0.914 3.479 -0.240 -0.077 0.101 -0.605
C 1.161 -0.089 0.911 -1.992 0.278 -1.740 0.085
C 1.468 1.238 0.705 0.258 0.785 -0.667 -0.327
C 0.900 1.638 -0.511 -0.318 -0.146 -0.157 -0.074
C 0.096 0.581 -1.022 0.517 -0.404 0.038 -0.008
O 0.264 -0.485 -0.082 0.802 0.430 0.477 -0.414
H 3.304 -0.527 5.793 -0.040 -0.002 -0.092 0.227
H 1.926 -1.567 5.466 0.000 0.021 -0.057 0.210
H 3.507 -1.961 4.797 -0.045 0.038 -0.047 0.212
H 1.872 0.558 4.062 0.116 0.029 0.076 0.232
H 3.440 0.148 3.389 -0.039 0.056 0.124 0.234
H 2.858 -3.327 2.625 -0.104 0.219 -0.105 0.248
H 2.243 -3.100 0.993 0.200 -0.136 0.051 0.234
H 4.749 -3.041 1.008 0.027 0.160 0.003 0.225
H 4.101 -1.484 0.488 0.102 0.010 -0.012 0.198
H 4.747 -1.673 2.123 -0.080 -0.039 -0.047 0.209
H -0.354 -2.495 2.118 -0.110 -0.039 0.185 0.234
H 0.285 -2.689 3.747 0.001 0.146 -0.142 0.247
H -1.882 -1.406 3.779 0.049 0.154 0.014 0.222
H -0.579 -0.355 4.342 -0.017 -0.067 -0.084 0.211
H -1.200 -0.192 2.696 -0.033 0.028 0.040 0.189
H 2.086 1.839 1.370 -0.127 -0.170 -0.319 0.263
H 1.003 2.593 -1.015 0.007 -0.076 0.193 0.257
H 0.055 0.233 -2.064 0.966 -0.075 0.550 0.300
```
Positions in Å, forces in eV/Å.